[1]
Formula: C2HF3N2O
Source: OMol25
Level of theory: ωB97M-V/def2-TZVPD

Geometry as XYZ:
```
9
C2HF3N2O, DFT ωB97M-V/def2-TZVPD
C 2.19 -1.50 1.32
C -1.12 0.54 -0.81
N 0.65 0.40 0.73
N 0.30 0.53 -0.46
O 2.97 -2.06 0.67
F -1.95 -0.23 0.04
F -1.66 1.74 -0.81
F -1.21 0.13 -2.05
H -0.17 0.44 1.37
```

* multiplicity: 1
* HOMO level: -10.7439 eV
* HOMO-LUMO gap: 10.058 eV



[2]
Formula: C2HF3OS
Source: OMol25
Level of theory: ωB97M-V/def2-TZVPD

Geometry as XYZ:
```
8
C2HF3OS, DFT ωB97M-V/def2-TZVPD
C 0.80 -0.13 0.97
C -0.94 -0.56 -1.35
O 1.47 1.71 2.50
F -2.16 -0.67 -1.02
F -0.56 0.56 -1.94
F -0.51 -1.60 -2.13
S 0.53 1.41 1.44
H 1.38 -0.73 1.53
```

* multiplicity: 1
* HOMO level (alpha / beta): -9.4339 / -9.4328 eV
* HOMO-LUMO gap (alpha / beta): 6.838 / 6.823 eV



[3]
Formula: C2HF3S
Source: OMol25
Level of theory: ωB97M-V/def2-TZVPD

Geometry as XYZ:
```
7
C2HF3S, DFT ωB97M-V/def2-TZVPD
C 0.70 0.29 0.03
C -0.63 -0.41 -0.02
F 0.88 1.13 1.07
F -1.51 -0.15 0.89
F -0.66 -1.73 -0.50
S -0.50 0.84 -1.31
H 1.72 0.02 -0.16
```

* multiplicity: 1
* HOMO level: -10.3140 eV
* HOMO-LUMO gap: 10.925 eV



[4]
Formula: C2HF4P
Source: OMol25
Level of theory: ωB97M-V/def2-TZVPD

Geometry as XYZ:
```
8
C2HF4P, DFT ωB97M-V/def2-TZVPD
C 1.85 -0.79 -0.29
C -1.60 0.71 0.39
F 2.73 -1.72 -0.72
F -1.49 0.40 -0.89
F -1.98 1.94 0.63
F -2.49 -0.16 0.96
P 1.69 0.13 1.04
H 1.29 -0.52 -1.11
```

* multiplicity: 1
* HOMO level (alpha / beta): -9.8980 / -9.1571 eV
* HOMO-LUMO gap (alpha / beta): 8.334 / 8.168 eV



[5]
Formula: C2HF5
Source: OMol25
Level of theory: ωB97M-V/def2-TZVPD

Geometry as XYZ:
```
8
C2HF5, DFT ωB97M-V/def2-TZVPD
C 1.33 0.31 -0.09
C -1.27 -0.29 0.11
F 1.80 0.74 1.05
F 1.42 1.26 -1.01
F -1.99 0.31 -0.81
F -1.27 -1.53 -0.23
F -1.72 -0.04 1.26
H 1.71 -0.75 -0.28
```

* multiplicity: 1
* HOMO level (alpha / beta): -9.6120 / -9.2804 eV
* HOMO-LUMO gap (alpha / beta): 9.803 / 9.140 eV



[6]
Formula: C2HF5NO
Source: OMol25
Level of theory: ωB97M-V/def2-TZVPD

Geometry as XYZ:
```
10
C2HF5NO, DFT ωB97M-V/def2-TZVPD
C -0.39 -0.99 0.76
C -0.56 0.12 2.00
N 0.54 -0.54 -0.21
O 0.98 -1.59 -1.09
F -1.71 -1.02 0.40
F -0.05 -2.14 1.37
F -1.25 1.12 1.48
F -1.32 -0.44 2.96
F 0.50 0.60 2.49
H 0.27 0.35 -0.68
```

* multiplicity: 1
* HOMO level: -2.0485 eV
* net charge: -1
* HOMO-LUMO gap: 6.050 eV



[7]
Formula: C2HFIN
Source: OMol25
Level of theory: ωB97M-V/def2-TZVPD

Geometry as XYZ:
```
6
C2HFIN, DFT ωB97M-V/def2-TZVPD
C -1.76 0.60 -0.45
C -0.98 -0.02 0.65
N -2.41 0.98 -1.31
F -1.36 -1.31 0.87
I -1.29 1.03 2.43
H 0.52 -0.39 0.30
```

* multiplicity: 1
* HOMO level: -10.4343 eV
* HOMO-LUMO gap: 9.770 eV



[8]
Formula: C2HFNO4
Source: OMol25
Level of theory: ωB97M-V/def2-TZVPD

Geometry as XYZ:
```
9
C2HFNO4, DFT ωB97M-V/def2-TZVPD
C 0.56 -0.30 1.81
C -0.12 -0.29 0.42
N 1.14 -1.34 -1.53
O 1.24 -1.19 2.34
O 0.07 0.76 2.22
O 1.99 -2.19 -1.28
O 0.83 -0.91 -2.61
F -1.27 -0.98 0.28
H -0.14 0.57 -0.08
```

* multiplicity: 1
* HOMO level (alpha / beta): -4.1561 / -4.1604 eV
* net charge: -1
* HOMO-LUMO gap (alpha / beta): 7.315 / 7.323 eV